Entry 1:
{"formula": "CH5IOSi", "method": "ωB97M-V/def2-TZVPD", "total_energy_ev": -19145.641, "smiles": "C[Si@@H](O)I", "orbital_gap_ha": 0.380, "e_homo_ev": -9.7936, "elements": ["C", "O", "Si", "I", "H", "H", "H", "H", "H"], "xyz": [[-0.80, 0.31, 0.73], [1.78, 0.08, -0.44], [0.17, -0.04, -0.89], [-0.22, -2.40, -1.36], [-0.43, -0.42, 1.60], [-0.49, 1.42, 1.05], [-1.90, 0.22, 0.69], [2.01, -0.25, 0.37], [-0.11, 1.06, -1.75]], "nbo_charge": [-1.14, -1.08, 1.43, -0.24, 0.24, 0.24, 0.25, 0.49, -0.19]}

Entry 2:
{"formula": "CH7NOSSi", "method": "ωB97M-V/def2-TZVPD", "total_energy_ev": -23398.552, "orbital_gap_ha": [0.226, 0.226], "e_homo_ev": [-7.1854, -7.1850], "elements": ["C", "N", "O", "Si", "S", "H", "H", "H", "H", "H", "H", "H"], "xyz": [[-0.01, -2.62, 0.23], [0.09, 2.53, -0.11], [1.77, -0.36, 0.32], [0.58, -0.90, -0.51], [3.15, 0.80, 0.30], [0.69, -3.31, -0.08], [-0.24, -2.36, 1.29], [-1.06, -2.94, -0.06], [-0.74, 3.03, 0.20], [0.85, 2.80, 0.47], [0.49, -0.27, -1.88], [0.36, 2.81, -1.05]], "nbo_charge": [-1.07, -1.09, -1.05, 1.74, -0.25, 0.25, 0.27, 0.25, 0.36, 0.38, -0.17, 0.37]}

Entry 3:
{"formula": "C18H54O9", "method": "ωB97M-V/def2-TZVPD", "total_energy_ev": -37967.096, "smiles": "CCO.CCO.CCO.CCO.CCO.CCO.CCO.CCO.CCO", "orbital_gap_ha": 0.372, "e_homo_ev": -9.5938, "elements": ["C", "C", "O", "H", "H", "H", "H", "H", "H", "C", "C", "O", "H", "H", "H", "H", "H", "H", "C", "C", "O", "H", "H", "H", "H", "H", "H", "C", "C", "O", "H", "H", "H", "H", "H", "H", "C", "C", "O", "H", "H", "H", "H", "H", "H", "C", "C", "O", "H", "H", "H", "H", "H", "H", "C", "C", "O", "H", "H", "H", "H", "H", "H", "C", "C", "O", "H", "H", "H", "H", "H", "H", "C", "C", "O", "H", "H", "H", "H", "H", "H"], "xyz": [[4.06, 0.66, -0.44], [5.29, -0.13, -0.90], [5.31, -1.46, -0.42], [4.05, 0.82, 0.63], [3.14, 0.22, -0.83], [4.06, 1.60, -1.00], [6.19, 0.41, -0.58], [5.31, -0.22, -1.98], [5.51, -1.47, 0.52], [0.58, 5.10, -2.71], [1.88, 4.33, -2.76], [2.21, 3.88, -4.06], [-0.27, 4.42, -2.75], [0.52, 5.76, -3.59], [0.52, 5.73, -1.82], [1.80, 3.44, -2.13], [2.70, 4.88, -2.28], [2.47, 4.63, -4.60], [-3.49, -0.64, 1.81], [-3.64, -2.06, 2.29], [-2.34, -2.53, 2.66], [-2.93, -0.05, 2.53], [-4.48, -0.23, 1.63], [-2.94, -0.62, 0.86], [-4.04, -2.69, 1.49], [-4.28, -2.11, 3.18], [-2.41, -3.37, 3.14], [-3.60, -1.53, -4.58], [-4.57, -1.08, -5.63], [-5.49, -2.14, -5.83], [-2.79, -0.84, -4.38], [-3.22, -2.53, -4.80], [-4.13, -1.67, -3.63], [-4.07, -0.76, -6.55], [-5.10, -0.18, -5.27], [-6.18, -1.85, -6.43], [-1.89, -4.37, -1.02], [-1.00, -3.19, -0.64], [-0.46, -3.34, 0.68], [-2.81, -4.39, -0.44], [-1.34, -5.30, -0.87], [-2.18, -4.31, -2.07], [-1.58, -2.27, -0.68], [-0.18, -3.13, -1.35], [-1.03, -2.84, 1.28], [-1.03, 1.78, 3.48], [-0.14, 0.58, 3.74], [0.68, 0.38, 2.57], [-1.61, 1.61, 2.58], [-0.44, 2.69, 3.42], [-1.72, 1.90, 4.31], [-0.79, -0.30, 3.84], [0.49, 0.68, 4.62], [1.42, -0.21, 2.75], [-0.85, 0.04, -2.04], [0.10, 0.34, -0.92], [-0.53, 1.16, 0.05], [-1.14, 0.87, -2.68], [-1.80, -0.26, -1.57], [-0.62, -0.87, -2.59], [1.01, 0.84, -1.29], [0.47, -0.59, -0.46], [-0.09, 1.00, 0.90], [1.83, -4.53, 3.31], [1.21, -3.14, 3.38], [1.59, -2.31, 2.30], [1.29, -5.15, 2.61], [1.87, -4.98, 4.30], [2.86, -4.45, 2.96], [1.50, -2.65, 4.31], [0.12, -3.25, 3.44], [1.03, -2.58, 1.55], [2.11, 3.51, 1.12], [2.36, 4.52, 2.21], [1.94, 5.80, 1.76], [2.07, 2.49, 1.51], [2.84, 3.53, 0.31], [1.15, 3.76, 0.65], [3.43, 4.52, 2.48], [1.85, 4.22, 3.14], [2.37, 6.48, 2.28]], "mulliken_charge": [-0.43, -0.58, -0.52, 0.38, 0.02, 0.22, 0.32, 0.32, 0.29, -0.96, 0.36, -0.53, 0.22, 0.37, 0.29, -0.30, 0.25, 0.31, -0.36, -0.43, -0.38, -0.10, 0.46, -0.07, 0.25, 0.41, 0.20, -0.91, -0.33, -0.52, 0.30, 0.32, 0.28, 0.29, 0.27, 0.29, -1.33, 0.29, -0.52, 0.25, 0.33, 0.38, -0.18, 0.38, 0.30, -1.12, -0.05, -0.20, 0.22, 0.19, 0.38, 0.14, 0.40, 0.15, -1.34, 0.89, -0.56, 0.38, 0.21, 0.40, -0.08, -0.18, 0.15, -1.24, 0.08, -0.38, 0.26, 0.39, 0.26, 0.45, -0.08, 0.36, -0.44, -0.48, -0.51, -0.02, 0.34, 0.26, 0.34, 0.23, 0.29]}

Entry 4:
{"formula": "C15H27N3O5S", "method": "ωB97M-V/def2-TZVPD", "total_energy_ev": -41537.414, "smiles": "C[C@@H]1CCC[C@@H](C(=O)O)N1C(=O)CCS.CNC(=O)CNC(C)=O", "orbital_gap_ha": 0.342, "e_homo_ev": -9.1637, "elements": ["O", "O", "O", "O", "O", "S", "C", "C", "C", "C", "N", "N", "N", "C", "C", "C", "C", "C", "C", "C", "C", "C", "C", "C", "H", "H", "H", "H", "H", "H", "H", "H", "H", "H", "H", "H", "H", "H", "H", "H", "H", "H", "H", "H", "H", "H", "H", "H", "H", "H", "H"], "xyz": [[-1.14, 6.52, -1.29], [0.17, 4.01, 2.92], [2.48, -3.63, -1.42], [-0.65, 0.28, 0.84], [1.28, 0.20, -0.36], [3.73, -3.59, 2.93], [-0.49, 6.01, -0.39], [-0.27, 3.67, 1.82], [1.74, -2.97, -0.69], [0.10, -0.31, 0.09], [-1.50, 3.15, 1.67], [-0.19, 4.72, -0.44], [0.54, -2.48, -1.25], [-0.01, 6.86, 0.77], [-2.42, 2.88, 2.76], [0.55, 3.94, 0.56], [-0.41, -2.33, -3.55], [3.32, -3.76, 1.15], [2.20, -2.78, 0.76], [-0.42, -1.58, -0.59], [-1.43, -2.44, 0.17], [-2.22, -3.23, -0.89], [-1.28, -4.03, -1.83], [-0.07, -3.24, -2.36], [1.62, -0.39, -1.06], [4.74, -4.49, 3.05], [-1.76, 2.86, 0.74], [-0.53, 4.24, -1.26], [-0.31, 7.89, 0.60], [1.08, 6.81, 0.84], [-0.45, 6.50, 1.70], [-2.16, 1.92, 3.23], [-3.44, 2.82, 2.38], [-2.36, 3.66, 3.51], [1.46, 4.46, 0.84], [0.82, 2.97, 0.13], [-1.28, -1.71, -3.36], [-0.62, -2.94, -4.43], [0.44, -1.68, -3.78], [4.21, -3.57, 0.55], [2.99, -4.79, 0.95], [2.56, -1.76, 0.90], [1.35, -2.93, 1.43], [-1.01, -1.09, -1.37], [-2.13, -1.82, 0.75], [-0.93, -3.12, 0.87], [-2.91, -3.92, -0.39], [-2.82, -2.54, -1.48], [-0.90, -4.88, -1.27], [-1.86, -4.42, -2.67], [0.62, -3.98, -2.77]], "nbo_charge": [-0.63, -0.63, -0.61, -0.58, -0.67, -0.06, 0.68, 0.65, 0.69, 0.80, -0.59, -0.62, -0.49, -0.72, -0.41, -0.31, -0.62, -0.49, -0.52, -0.17, -0.40, -0.40, -0.41, -0.05, 0.50, 0.14, 0.39, 0.40, 0.24, 0.22, 0.24, 0.20, 0.20, 0.22, 0.23, 0.23, 0.20, 0.22, 0.22, 0.23, 0.22, 0.24, 0.23, 0.24, 0.24, 0.21, 0.22, 0.20, 0.21, 0.22, 0.25]}

Entry 5:
{"formula": "C4H10N2OS", "method": "ωB97M-V/def2-TZVPD", "total_energy_ev": -20171.975, "smiles": "[H]/N=C(\\N)[C@@H](OC)SC", "orbital_gap_ha": 0.355, "e_homo_ev": -8.8747, "elements": ["C", "C", "C", "C", "H", "H", "H", "H", "H", "H", "H", "H", "H", "H", "N", "N", "O", "S"], "xyz": [[1.67, 1.58, -0.39], [-0.08, 0.15, -0.74], [0.99, -1.75, 0.90], [-1.52, -0.11, -0.42], [2.21, 2.33, 0.30], [1.61, 2.05, -1.37], [2.27, 0.67, -0.48], [-0.16, 0.57, -1.74], [1.31, -2.88, 0.93], [1.59, -1.03, 1.52], [-0.05, -1.68, 1.27], [-1.19, 0.82, 1.27], [-2.80, 0.50, 1.11], [-3.19, -0.71, -0.97], [-1.82, 0.12, 0.96], [-2.26, -0.52, -1.36], [0.38, 1.19, 0.08], [1.03, -1.27, -0.89]], "nbo_charge": [-0.28, -0.12, -0.76, 0.42, 0.20, 0.17, 0.20, 0.22, 0.24, 0.22, 0.24, 0.39, 0.38, 0.33, -0.84, -0.66, -0.56, 0.21]}

In order of appearance, energy above the lowest of the compared OMol25 structures with the same formula, charge and spin = 0.342 1.398 2.770 0.000 1.947 eV.